DFT (ωB97M-V with the def2-TZVPD basis set) results for a structure of composition C12H18MgN6.

Geometry as XYZ:
```
37
C12H18MgN6 | OMol25 | ωB97M-V with the def2-TZVPD basis set
N 2.14 -19.80 -6.45
C 0.52 -23.16 -5.82
H -0.33 -25.05 -6.14
H -2.84 -20.85 -9.34
H -0.82 -15.96 -8.07
H 1.27 -25.09 -5.54
H 4.13 -19.06 -8.80
C -0.51 -16.90 -6.20
H -4.00 -20.73 -2.38
C 2.95 -19.88 -7.24
N -0.17 -17.77 -5.54
C -0.98 -15.79 -7.01
H -0.50 -14.85 -6.75
C -3.91 -20.95 -3.45
C 1.47 -20.42 -2.53
H -4.69 -20.40 -3.98
H -2.05 -15.64 -6.83
C 1.64 -21.01 -1.21
C -2.57 -20.51 -3.85
H -1.38 -20.38 -10.21
C -1.18 -20.45 -8.14
H 0.78 -20.75 -0.59
H 1.57 -22.09 -1.34
H -1.40 -21.97 -9.54
N 0.42 -22.09 -5.44
H 4.96 -20.24 -7.82
H 3.69 -20.77 -8.94
C -1.76 -20.96 -9.37
H -4.01 -22.01 -3.65
N -0.72 -20.05 -7.18
H 0.95 -24.69 -7.26
N -1.53 -20.16 -4.15
Mg 0.19 -20.00 -5.35
H 2.55 -20.64 -0.75
N 1.37 -19.97 -3.57
C 3.99 -19.98 -8.25
C 0.64 -24.53 -6.23
```

## Properties
- Charge: +2
- Maximum force: 0.03157 Eh/bohr
- LUMO level: -0.180 Ha
- Molar mass: 270.62 g mol⁻¹
- Energy above the lowest of the compared OMol25 structures with the same formula, charge and spin: 38.8 kJ/mol
- Kohn-Sham gap: 12.715 eV
- E_HOMO: -0.64739 Ha

Results of the Mulliken charge analysis, in e, for atoms 1 through 8: -0.22 0.54 0.31 0.31 0.29 0.32 0.31 0.56